DFT (wB97M-V/def2-TZVPD) results for a 7-piece molecular cluster, C5H25NO8 overall in a non-equilibrium geometry.

E_LUMO	0.18	eV
charge	0
HOMO-LUMO gap	9.24	eV
HOMO energy	-9.06	eV
relative energy (zero: lowest compared OMol25 entry of this formula, charge and spin)	279.5	kJ/mol

```
39
Properties=species:S:1:pos:R:3:forces:R:3:lowdin_charge:R:1
C 0.5267 -0.1157 -1.9479 -0.5 0.2 -0.1 -0.22
N -0.2771 1.0969 -2.1674 0.8 -0.1 -0.8 -0.05
C 0.3758 2.3774 -2.1288 -1.7 0.6 0.1 -0.25
O -0.2757 3.1222 -1.0411 1.5 0.0 0.4 -0.10
C -0.0248 -0.9018 -0.7692 -0.1 -0.4 0.1 -0.20
C 0.7170 -2.2301 -0.7362 -0.9 -2.1 0.2 -0.20
C 2.1501 -2.3198 -0.1984 -0.5 1.0 0.1 -0.25
O 2.1596 -2.6708 1.1821 0.1 -0.1 -0.1 -0.07
H 0.5781 -0.7136 -2.8982 -0.1 0.3 1.0 0.13
H 1.5423 0.1318 -1.6401 0.2 0.4 -0.5 0.09
H -0.8565 1.0028 -2.9868 0.0 0.0 0.0 0.10
H 0.1091 3.0388 -2.9684 0.5 -0.7 -0.4 0.12
H 1.4684 2.2852 -2.0128 -0.7 0.4 0.4 0.10
H -1.2115 3.0907 -1.2578 0.0 -0.1 0.1 0.07
H -1.1167 -1.0305 -0.8183 0.3 -0.3 -0.4 0.10
H 0.0523 -0.3240 0.1654 0.5 -0.1 -0.2 0.10
H 0.6078 -2.7271 -1.7144 0.5 0.6 -0.2 0.11
H 0.1819 -3.0054 -0.1613 -0.1 0.6 0.4 0.10
H 2.6213 -1.3295 -0.3372 0.3 -0.5 0.0 0.11
H 2.7184 -3.1030 -0.6964 0.0 0.1 -0.1 0.11
H 2.0119 -1.8795 1.7012 0.0 0.2 0.1 0.07
H 0.0405 1.7765 0.8934 -0.9 0.4 -0.6 0.01
H -1.1677 1.4543 1.9101 0.3 0.0 -0.5 0.02
O -0.2019 1.5606 1.7937 0.3 0.0 0.7 -0.07
H -3.1516 0.6353 2.8236 -0.1 0.3 0.0 0.07
H -2.4362 -0.2762 1.8839 0.1 0.0 -0.4 0.05
O -2.7471 0.6387 1.9490 -0.1 -0.4 0.4 -0.04
H 2.0858 2.1245 0.1480 0.0 0.1 0.7 0.00
H 3.6261 1.9508 0.1429 -0.2 -0.1 0.4 0.05
O 2.8418 1.9720 -0.4082 0.5 0.0 -1.2 -0.05
H -4.4831 -0.4192 -0.4956 -0.1 0.2 0.1 0.04
H -3.8599 -1.6299 -1.1748 0.0 0.0 0.2 0.05
O -4.1374 -1.2950 -0.3133 -0.2 -0.1 -0.3 -0.06
H 1.3662 1.1355 2.1856 1.0 -0.8 0.2 0.00
H 2.3761 2.0378 2.6526 0.7 0.0 0.3 0.04
O 2.3629 1.1321 2.3179 -1.5 0.6 0.0 -0.10
H -3.2227 -2.6145 1.1181 0.2 1.0 0.2 0.02
H -2.3013 -3.5904 0.6889 1.0 0.0 0.1 0.05
O -2.2565 -2.7175 1.1078 -1.0 -0.9 -0.2 -0.07
```
Positions in Å, forces in eV/Å.